Record 1
Formula: C34H67Cl16N3O5PS
Source: the Open Molecules 2025 dataset
Level of theory: the ωB97M-V functional and the def2-TZVPD basis

```
! RIJCOSX wB97M-V def2-TZVPD def2/J DEFGRID3
* xyz -1 1
C -6.71 -1.85 5.77
C -5.76 -1.14 4.78
C -4.56 -0.49 5.48
C -3.60 -1.54 6.08
C -2.13 -1.13 5.86
C -1.19 -2.37 5.72
C -0.65 -2.44 4.30
C 0.30 -1.26 3.93
C 1.66 -1.83 3.49
C 2.54 -0.83 2.70
C 2.61 0.58 3.29
C 1.56 1.56 2.75
C 1.90 2.08 1.33
C 2.05 3.62 1.24
C 1.35 4.20 0.02
P 2.19 3.77 -1.65
O 1.38 2.23 -1.86
C 0.68 2.28 -3.06
C 1.47 2.05 -4.34
C 2.10 0.65 -4.42
C 3.31 0.50 -3.50
O 3.48 -0.86 -3.03
C 2.79 -1.14 -1.90
C 3.56 -1.85 -0.80
O 1.62 -0.89 -1.74
C -0.08 3.66 -2.96
N -1.08 3.40 -1.93
C -0.66 4.18 -4.31
C -2.06 4.80 -4.26
S -3.44 3.62 -4.22
C -2.91 2.28 -5.20
N -2.40 2.22 -6.39
N -2.21 0.88 -6.64
C -2.60 0.21 -5.61
O -3.06 1.05 -4.64
O 0.92 4.56 -2.57
H -7.15 -2.72 5.26
H -7.49 -1.16 6.09
H -6.13 -2.20 6.62
H -6.30 -0.35 4.25
H -5.38 -1.87 4.07
H -4.89 0.17 6.29
H -4.04 0.14 4.76
H -3.80 -2.51 5.59
H -3.80 -1.69 7.14
H -1.80 -0.49 6.68
H -2.04 -0.57 4.93
H -1.80 -3.26 5.88
H -0.41 -2.36 6.49
H -1.51 -2.42 3.64
H -0.13 -3.38 4.11
H 0.39 -0.56 4.75
H -0.14 -0.81 3.04
H 2.22 -2.11 4.38
H 1.49 -2.69 2.84
H 3.56 -1.23 2.72
H 2.25 -0.78 1.65
H 3.59 1.05 3.12
H 2.49 0.52 4.38
H 1.49 2.39 3.47
H 0.56 1.13 2.70
H 2.83 1.59 1.00
H 1.13 1.78 0.62
H 1.52 4.01 2.12
H 3.09 3.94 1.36
H 1.39 5.29 0.11
H 0.29 3.93 0.08
H 3.21 3.01 -0.90
H 2.97 4.97 -1.46
H 3.04 3.57 -2.81
H -0.14 1.54 -3.13
H 0.79 2.13 -5.19
H 2.23 2.82 -4.52
H 1.33 -0.09 -4.23
H 2.41 0.51 -5.46
H 4.20 0.78 -4.07
H 3.24 1.18 -2.66
H 2.83 -2.23 -0.09
H 4.11 -2.71 -1.18
H 4.19 -1.13 -0.29
H -1.72 2.67 -2.19
H -1.55 4.24 -1.61
H -0.64 3.44 -5.11
H 0.02 4.98 -4.62
H -2.15 5.39 -3.35
H -2.17 5.51 -5.08
H -2.57 -0.87 -5.53
C -5.16 -1.89 0.90
Cl -6.33 -3.21 1.08
Cl -3.63 -2.26 1.69
H -4.97 -1.74 -0.16
H -5.58 -0.99 1.34
C -1.72 -6.25 3.22
Cl -2.89 -4.93 3.17
Cl -0.14 -5.76 3.87
H -2.11 -7.04 3.86
H -1.57 -6.63 2.21
C -1.70 -2.73 9.67
Cl -1.95 -3.91 8.38
Cl -3.11 -1.69 9.92
H -1.51 -3.27 10.60
H -0.85 -2.11 9.41
C 5.42 6.62 0.82
Cl 5.10 5.31 -0.32
Cl 4.04 7.72 0.97
H 5.62 6.19 1.80
H 6.28 7.18 0.48
C 3.48 -5.89 -1.74
Cl 5.04 -5.27 -1.18
Cl 3.40 -7.66 -1.62
H 2.70 -5.47 -1.12
H 3.34 -5.60 -2.77
C -2.37 -4.18 -6.70
Cl -2.12 -2.43 -6.78
Cl -1.38 -5.04 -7.89
H -2.10 -4.52 -5.71
H -3.41 -4.39 -6.90
C 2.01 -6.31 -8.49
Cl 1.94 -7.19 -10.02
Cl 3.06 -7.11 -7.31
H 2.39 -5.31 -8.67
H 1.00 -6.26 -8.08
C 2.52 7.48 -5.31
Cl 1.42 6.37 -6.15
Cl 2.91 6.90 -3.69
H 3.43 7.56 -5.88
H 2.03 8.45 -5.23
*
```

## Properties
Orbital gap ... 5.5 eV
LUMO ... 1.53 eV
E ... -9978.6748 hartree
HOMO level ... -0.1451 hartree

Record 2
Formula: C9H14BF3NO10P
Source: the Open Molecules 2025 dataset
Level of theory: the ωB97M-V functional and the def2-TZVPD basis

```
! RIJCOSX wB97M-V def2-TZVPD def2/J DEFGRID3
* xyz 0 1
O 2.33 2.44 1.51
C 2.63 2.36 0.36
O 2.59 3.37 -0.52
C 3.19 2.94 -1.74
C 3.09 1.43 -1.64
F 4.18 0.81 -2.16
O 3.06 1.22 -0.24
H 4.23 3.25 -1.76
H 2.64 3.36 -2.58
H 2.19 1.00 -2.08
O -0.66 -4.58 3.64
C -1.64 -4.92 3.05
O -2.63 -4.09 2.67
C -3.55 -4.81 1.86
C -3.27 -6.26 2.24
F -3.35 -7.10 1.18
O -1.93 -6.20 2.69
H -3.30 -4.67 0.81
H -4.56 -4.48 2.06
H -3.89 -6.65 3.05
O 0.53 2.27 -3.56
C -0.09 3.28 -3.59
O -0.71 3.79 -4.68
C -1.51 4.90 -4.28
C -0.86 5.31 -2.97
F -1.77 5.71 -2.05
O -0.26 4.11 -2.53
H -2.53 4.57 -4.09
H -1.48 5.66 -5.05
H -0.09 6.08 -3.05
B 1.84 -2.53 2.52
P 0.77 -1.02 2.02
N -0.69 -1.43 2.80
O 1.40 0.14 3.00
H 1.87 -3.48 1.79
H 2.53 -2.52 3.49
H -1.47 -1.45 2.16
H -0.68 -2.27 3.36
H 1.75 0.88 2.47
*
```

## Properties
Orbital gap ... 8.1 eV
LUMO ... 0.36 eV
E ... -1824.3378 hartree
SMILES ... O=C1OC[C@@H](F)O1.O=C1OC[C@@H](F)O1.O=C1OC[C@@H](F)O1.BP(N)O
HOMO level ... -0.2833 hartree

Record 3
Formula: C12H18Cl2CrN2O3P
Source: the Open Molecules 2025 dataset
Level of theory: the ωB97M-V functional and the def2-TZVPD basis

```
! RIJCOSX wB97M-V def2-TZVPD def2/J DEFGRID3
* xyz 2 4
C -3.24 5.29 -0.27
C -2.74 3.87 -0.18
H -2.96 5.83 0.64
H -4.32 5.28 -0.40
H -2.80 5.77 -1.15
O -2.14 3.36 0.71
Cl -3.18 2.92 -1.68
Cr 0.66 -0.05 -0.05
P 2.32 1.09 -1.20
C 3.95 1.29 -0.37
C 2.76 0.33 -2.81
H 0.92 2.76 -2.21
H 2.64 3.27 -2.27
H 1.70 3.38 -0.75
C 1.86 2.80 -1.66
H 1.84 0.22 -3.39
H 3.48 0.95 -3.36
H 4.65 1.84 -1.01
H 4.36 0.31 -0.14
H 3.19 -0.66 -2.64
H 3.81 1.83 0.57
C 1.71 -0.35 1.41
O 2.39 -0.54 2.34
Cl -0.71 0.33 -1.97
N -1.21 -6.09 1.56
C -0.52 -5.02 1.10
O 0.53 -5.22 0.50
C -1.00 -3.60 1.29
C -2.18 -3.25 1.96
C -2.56 -1.91 2.06
C -1.76 -0.91 1.50
N -0.61 -1.26 0.87
C -0.23 -2.56 0.75
H -0.84 -7.04 1.40
H -2.10 -6.00 2.07
H -2.83 -4.00 2.40
H -3.48 -1.64 2.58
H -2.05 0.13 1.57
H 0.69 -2.78 0.22
*
```

## Properties
Orbital gap (spin up / spin down) ... 4.4 / 6.1 eV
LUMO (spin up / spin down) ... -11.34 / -9.64 eV
E ... -3108.9069 hartree
⟨S²⟩ ... 4.01
HOMO level (spin up / spin down) ... -0.5767 / -0.5768 hartree